{
  "formula": "C47H94F18N8O13S6",
  "method": "ωB97M-V/def2-TZVPD",
  "elements": ["C", "C", "C", "N", "C", "C", "C", "C", "C", "C", "H", "H", "H", "H", "H", "H", "H", "H", "H", "H", "H", "H", "H", "H", "H", "H", "H", "H", "H", "H", "C", "C", "C", "N", "C", "C", "C", "C", "C", "C", "H", "H", "H", "H", "H", "H", "H", "H", "H", "H", "H", "H", "H", "H", "H", "H", "H", "H", "H", "H", "C", "C", "C", "N", "C", "C", "C", "C", "C", "C", "H", "H", "H", "H", "H", "H", "H", "H", "H", "H", "H", "H", "H", "H", "H", "H", "H", "H", "H", "H", "C", "C", "C", "N", "C", "C", "C", "C", "C", "C", "H", "H", "H", "H", "H", "H", "H", "H", "H", "H", "H", "H", "H", "H", "H", "H", "H", "H", "H", "H", "C", "N", "C", "C", "C", "C", "O", "H", "H", "H", "H", "H", "H", "H", "H", "H", "H", "H", "H", "H", "H", "C", "F", "F", "F", "S", "O", "O", "N", "S", "O", "O", "C", "F", "F", "F", "C", "F", "F", "F", "S", "O", "O", "N", "S", "O", "O", "C", "F", "F", "F", "C", "F", "F", "F", "S", "O", "O", "N", "S", "O", "O", "C", "F", "F", "F"],
  "coordinates": [[4.020, 4.005, -1.220], [3.838, 3.685, 0.246], [3.714, 2.207, 0.604], [3.417, 1.881, 2.105], [4.438, 2.569, 3.056], [4.271, 2.041, 4.406], [4.466, 0.499, 4.548], [3.465, -0.211, 3.593], [3.540, 0.353, 2.163], [1.978, 2.225, 2.456], [3.796, 5.072, -1.216], [3.295, 3.513, -1.869], [5.016, 3.762, -1.589], [2.956, 4.217, 0.602], [4.680, 4.179, 0.732], [4.638, 1.681, 0.363], [2.894, 1.789, 0.020], [5.484, 2.363, 2.831], [4.244, 3.641, 3.042], [4.861, 2.543, 5.173], [3.294, 2.251, 4.842], [5.473, 0.177, 4.283], [4.255, 0.157, 5.562], [3.742, -1.265, 3.591], [2.462, -0.222, 4.017], [4.528, 0.087, 1.787], [2.828, -0.152, 1.511], [1.640, 1.811, 3.406], [1.321, 1.888, 1.654], [1.980, 3.312, 2.543], [-8.420, 4.565, -0.060], [-7.292, 5.555, 0.380], [-6.133, 4.823, 1.035], [-4.971, 5.655, 1.689], [-3.912, 4.653, 2.242], [-3.137, 3.811, 1.114], [-2.627, 4.752, -0.052], [-3.761, 5.688, -0.519], [-4.333, 6.574, 0.601], [-5.544, 6.420, 2.843], [-9.297, 5.151, -0.335], [-8.705, 3.945, 0.790], [-8.035, 3.948, -0.871], [-7.796, 6.364, 0.908], [-6.863, 6.022, -0.507], [-5.942, 4.085, 0.256], [-6.541, 4.295, 1.896], [-4.354, 3.909, 2.905], [-3.156, 5.237, 2.767], [-3.854, 3.081, 0.737], [-2.257, 3.250, 1.430], [-2.319, 4.106, -0.874], [-1.775, 5.358, 0.255], [-4.507, 5.147, -1.101], [-3.345, 6.296, -1.323], [-5.054, 7.299, 0.224], [-3.524, 7.196, 0.985], [-6.017, 7.258, 2.331], [-4.811, 6.821, 3.543], [-6.247, 5.807, 3.407], [1.847, -8.853, 2.206], [1.908, -7.745, 1.190], [2.085, -6.314, 1.722], [1.796, -5.108, 0.751], [2.323, -3.717, 1.348], [3.851, -3.683, 1.435], [4.429, -3.762, 0.118], [4.023, -5.077, -0.590], [2.466, -5.321, -0.594], [0.281, -4.887, 0.624], [2.717, -8.950, 2.856], [1.847, -9.764, 1.607], [1.039, -8.820, 2.937], [0.964, -7.771, 0.645], [2.709, -7.952, 0.480], [3.096, -6.141, 2.090], [1.515, -6.149, 2.636], [1.815, -3.530, 2.294], [2.088, -2.899, 0.666], [4.167, -4.563, 1.994], [4.253, -2.774, 1.882], [5.507, -3.834, 0.263], [4.231, -2.841, -0.430], [4.589, -5.905, -0.163], [4.275, -5.063, -1.650], [2.215, -6.317, -0.959], [1.981, -4.623, -1.276], [-0.197, -5.774, 0.208], [0.131, -4.090, -0.104], [-0.138, -4.639, 1.599], [4.335, 1.101, -3.030], [5.892, 1.463, -3.058], [6.368, 2.747, -3.914], [7.876, 3.115, -3.704], [8.113, 4.312, -4.601], [9.572, 4.700, -4.710], [10.561, 3.622, -4.970], [10.383, 2.430, -4.139], [8.817, 1.926, -4.076], [8.189, 3.515, -2.188], [4.195, 0.684, -2.032], [4.122, 0.275, -3.708], [3.736, 1.936, -3.393], [6.477, 0.643, -3.475], [6.161, 1.588, -2.009], [5.739, 3.601, -3.662], [6.294, 2.473, -4.966], [7.761, 3.933, -5.561], [7.508, 5.168, -4.303], [9.603, 5.432, -5.518], [9.817, 5.259, -3.808], [10.322, 3.207, -5.949], [11.567, 4.030, -4.874], [10.918, 1.529, -4.439], [10.776, 2.617, -3.139], [8.417, 1.630, -5.046], [8.700, 1.074, -3.406], [7.678, 4.452, -1.966], [9.244, 3.783, -2.135], [7.851, 2.726, -1.516], [-3.309, -6.130, 2.209], [-4.309, -5.009, 1.710], [-5.688, -5.651, 1.408], [-4.389, -3.932, 2.795], [-3.742, -4.227, 0.423], [-3.590, -5.179, -0.881], [-2.611, -6.160, -0.747], [-3.515, -6.739, 3.089], [-2.316, -5.681, 2.226], [-3.295, -6.858, 1.399], [-5.802, -6.123, 0.432], [-6.453, -4.892, 1.574], [-5.730, -6.439, 2.160], [-5.065, -3.105, 2.582], [-3.389, -3.505, 2.870], [-4.769, -4.501, 3.644], [-2.797, -3.762, 0.705], [-4.417, -3.470, 0.023], [-3.342, -4.491, -1.690], [-4.572, -5.476, -1.249], [-2.789, -6.863, -1.377], [-5.789, -2.085, -6.734], [-4.580, -2.068, -7.282], [-6.332, -0.891, -7.077], [-6.490, -3.080, -7.198], [-5.802, -2.030, -4.757], [-7.227, -2.021, -4.422], [-5.048, -3.211, -4.246], [-4.941, -0.612, -4.515], [-4.864, -0.642, -2.974], [-6.121, -0.761, -2.181], [-3.826, -1.443, -2.374], [-4.219, 1.242, -2.761], [-5.297, 2.037, -2.920], [-3.609, 1.457, -1.550], [-3.357, 1.478, -3.681], [-5.302, 0.174, 4.475], [-4.812, -0.975, 4.257], [-6.437, 0.045, 5.147], [-4.547, 0.913, 5.241], [-5.752, 1.065, 2.810], [-6.005, 2.414, 3.322], [-4.670, 0.935, 1.856], [-7.284, 0.270, 2.410], [-6.917, -0.183, 0.955], [-6.860, 0.823, -0.087], [-5.968, -1.346, 0.889], [-8.567, -1.117, 0.488], [-9.517, -0.250, 0.096], [-8.267, -1.924, -0.543], [-9.050, -1.792, 1.514], [1.442, -0.977, -1.851], [2.326, -1.525, -1.077], [1.669, 0.347, -1.772], [1.589, -1.321, -3.140], [-0.316, -1.245, -1.052], [-1.115, -0.099, -1.485], [-0.686, -2.526, -1.653], [0.014, -1.381, 0.697], [-1.141, -0.657, 1.263], [-1.162, 0.823, 1.032], [-2.385, -1.357, 0.994], [-0.924, -0.848, 3.214], [0.182, -0.344, 3.666], [-1.986, -0.231, 3.820], [-0.964, -2.125, 3.457]],
  "forces_ev_per_angstrom": [[-0.698, -0.029, -0.029], [0.011, -0.061, 0.980], [-0.067, 0.572, 0.517], [0.404, -1.036, -1.042], [-0.544, -0.062, -0.611], [-0.803, -1.599, 3.188], [-0.888, 0.441, -1.027], [0.411, 0.233, 0.524], [0.669, -0.507, 1.155], [0.571, 0.924, -0.150], [0.470, 0.076, -0.782], [-0.084, 0.025, 0.102], [0.038, 0.237, 0.104], [-0.165, -0.071, -0.020], [0.088, -0.267, 0.425], [-0.016, -0.088, 0.093], [-0.023, -0.258, 0.180], [-0.176, -0.053, -1.147], [-0.004, -0.095, -0.352], [0.696, 0.218, -0.521], [-0.448, 0.037, -0.400], [0.196, 0.185, 0.039], [0.150, 0.243, 0.015], [0.003, -0.098, -0.440], [-0.033, 0.369, -0.176], [0.165, 0.304, -0.124], [-0.395, 0.597, -0.104], [0.403, -0.175, -0.213], [0.012, -0.052, 0.001], [-0.396, -0.019, -0.080], [1.078, 0.504, 0.573], [-0.304, 0.817, -0.708], [-1.638, -0.041, 1.324], [0.855, -1.292, -1.078], [1.625, -0.823, -1.501], [-0.773, 1.946, -0.763], [-1.545, -0.696, 0.850], [0.596, -0.001, -0.585], [0.188, -1.029, -0.228], [-0.234, 0.595, -0.853], [0.138, -0.166, -0.320], [0.037, -0.191, -0.100], [-0.431, -0.148, 0.004], [0.407, -0.012, 0.603], [-0.285, 0.169, -0.351], [1.495, -0.054, 0.476], [0.305, -0.339, -0.036], [-0.575, 0.483, 0.043], [-0.308, 0.337, 0.152], [0.190, -0.085, -0.214], [-0.358, 0.002, 0.832], [0.042, 0.093, -0.054], [0.118, 0.002, 0.198], [-0.355, -0.266, 0.549], [0.066, 0.654, 0.254], [-0.454, -0.418, 0.185], [0.032, -0.346, 0.718], [-0.456, 0.058, 0.591], [0.395, -0.275, -0.402], [0.016, -0.022, -0.292], [0.696, -0.479, 0.686], [-0.372, 1.413, -0.603], [0.570, 0.897, 0.533], [-0.104, 0.659, 1.203], [0.615, -0.616, -0.171], [-1.317, -0.757, 1.880], [1.460, -1.098, -2.202], [-1.328, 0.494, -0.274], [0.514, 0.292, 0.175], [0.729, -0.478, -0.775], [0.418, 0.297, -0.242], [-0.419, -0.209, 0.380], [-0.452, 0.061, -0.520], [-0.038, -0.042, -0.268], [-0.025, -0.071, -0.049], [0.176, -0.267, -0.375], [-0.601, 0.143, -0.280], [-0.075, -0.324, -0.079], [-0.854, -0.522, -0.148], [0.348, 0.305, 0.472], [-0.527, -0.033, 0.617], [0.211, 0.236, -0.314], [-0.135, -0.234, -0.422], [-0.238, -0.093, 0.213], [0.156, 0.072, 0.002], [0.029, 0.021, 0.196], [0.070, 0.172, 0.052], [0.106, -0.116, 0.151], [-0.103, 0.160, 0.220], [0.232, 0.044, -0.082], [2.072, -0.157, -0.983], [-0.015, 0.944, -0.863], [0.101, -1.926, 1.459], [-0.454, -0.153, 2.566], [0.588, -1.164, -0.696], [-0.677, 1.410, 0.723], [-0.242, -0.498, -1.536], [-2.104, -2.039, 2.084], [1.142, 1.925, -0.350], [-0.528, 0.353, -1.847], [-0.746, 0.621, -0.061], [0.124, 0.054, -0.143], [-0.258, -0.081, 0.770], [-0.178, -0.242, 0.286], [0.328, 0.140, -0.098], [0.365, 0.190, -0.194], [-0.108, 0.309, 0.006], [-0.077, 0.302, -0.211], [-0.144, -0.323, 0.230], [0.111, 0.102, 0.006], [0.244, 0.101, 0.118], [0.679, 0.621, -0.741], [0.006, -0.219, -0.449], [0.132, 0.210, -0.464], [-0.404, -0.155, 0.390], [0.469, -0.094, -0.238], [-0.150, 0.452, 0.269], [-0.408, -0.164, -0.158], [-0.091, -0.634, 0.097], [0.385, 0.049, -0.258], [-0.289, 0.625, -2.282], [0.400, 0.585, -1.011], [0.942, 0.280, 1.270], [-0.419, -1.057, -0.284], [0.144, -2.989, -1.687], [-0.584, 2.773, 0.940], [0.336, -0.903, 0.413], [-0.721, 1.030, 0.406], [-0.180, 0.072, 0.281], [0.067, 0.186, -0.123], [0.557, 0.415, -0.011], [0.088, -0.082, -0.132], [-0.558, 0.075, 0.002], [-0.169, -0.225, -0.654], [-0.055, -0.253, 0.427], [0.415, 0.480, 0.468], [-0.115, -0.092, 0.102], [-0.460, 0.302, 0.937], [0.436, 0.489, 0.112], [-0.145, -0.789, 0.535], [0.040, -0.042, -0.153], [0.413, 2.348, 1.783], [0.362, -0.667, 0.188], [-0.422, -0.664, -0.124], [-0.301, -0.403, -0.101], [-0.476, -2.514, -0.688], [1.973, 0.365, -1.010], [-1.163, 1.972, -1.380], [-1.782, -2.176, -1.498], [-0.683, 2.127, 6.314], [2.164, 0.644, -2.455], [0.885, 0.064, -0.470], [-2.078, -2.795, 1.527], [0.775, 0.281, 0.467], [-0.991, 0.105, -1.016], [1.549, 0.930, -1.513], [-2.792, 2.332, -1.226], [1.620, -2.673, -0.386], [-0.877, -0.337, 0.173], [1.621, 0.693, 0.233], [-1.708, 0.532, 1.416], [-0.011, -0.892, -0.420], [-0.529, -0.073, 0.945], [3.811, 2.242, 1.460], [-0.940, -4.575, -4.190], [0.368, -0.006, 1.337], [-1.339, 2.115, 0.556], [1.227, 1.502, -0.546], [0.312, -0.248, 0.020], [-0.458, 0.239, 0.854], [-0.107, -0.757, 0.303], [-2.338, 1.902, -0.058], [1.872, -1.544, 0.574], [0.088, 0.413, -0.225], [-0.254, -0.282, 1.342], [-1.672, -0.358, -2.520], [2.137, -1.788, 1.214], [1.043, 0.777, 1.634], [4.547, -1.883, -5.045], [-6.455, 5.470, 3.063], [0.655, -2.594, 1.224], [0.722, 0.376, 0.716], [-2.827, 1.185, -2.789], [1.601, 0.790, 0.828], [1.383, -0.713, -0.610], [0.026, -1.640, 0.872]],
  "charge": 2,
  "multiplicity": 1,
  "orbital_gap_ev": 5.12
}



{
  "formula": "C14H23N2O8Pb",
  "method": "ωB97M-V/def2-TZVPD",
  "elements": ["Pb", "C", "C", "N", "C", "C", "N", "C", "C", "H", "H", "H", "H", "H", "H", "H", "H", "H", "H", "H", "C", "C", "O", "O", "H", "H", "H", "C", "C", "O", "O", "H", "H", "H", "C", "C", "O", "O", "H", "H", "H", "C", "C", "O", "O", "H", "H", "H"],
  "coordinates": [[-0.786, 1.081, 2.933], [-0.962, -2.605, -6.009], [0.464, -2.516, -6.645], [1.544, -1.938, -5.869], [2.935, -2.306, -5.933], [3.628, -1.897, -4.802], [2.739, -1.025, -4.144], [1.501, -0.979, -4.825], [2.991, -0.213, -2.918], [-1.050, -3.566, -5.502], [-1.793, -2.477, -6.702], [-1.065, -1.789, -5.293], [0.426, -1.943, -7.572], [0.911, -3.481, -6.888], [3.160, -3.116, -6.611], [4.648, -2.060, -4.485], [0.643, -0.478, -4.403], [2.170, -0.069, -2.216], [3.377, 0.715, -3.340], [3.862, -0.544, -2.352], [-3.412, 3.912, 9.054], [-2.895, 3.278, 7.714], [-3.507, 2.306, 7.186], [-1.799, 3.591, 7.254], [-3.723, 4.956, 9.021], [-2.728, 3.763, 9.889], [-4.340, 3.418, 9.340], [-2.631, -4.854, -0.527], [-2.303, -3.533, 0.144], [-2.936, -3.148, 1.112], [-1.252, -2.997, -0.181], [-1.970, -5.035, -1.374], [-3.687, -4.980, -0.766], [-2.397, -5.658, 0.170], [-2.876, 5.063, -2.115], [-2.376, 4.326, -0.921], [-1.202, 4.051, -0.718], [-3.171, 4.048, -0.003], [-2.504, 4.679, -3.066], [-2.583, 6.110, -2.038], [-3.965, 5.049, -2.147], [4.504, 0.526, 7.147], [3.609, 0.323, 6.007], [3.719, 1.037, 4.970], [2.731, -0.595, 6.037], [4.030, 0.679, 8.116], [5.262, 1.297, 7.009], [5.060, -0.404, 7.264]],
  "forces_ev_per_angstrom": [[-0.150, 0.118, 0.169], [1.321, 0.138, 0.452], [-0.592, -0.047, -1.332], [3.201, 3.651, 4.200], [-1.619, -1.371, 1.201], [-2.618, 1.431, -1.305], [-2.496, -0.555, -1.075], [2.804, -3.331, -0.029], [1.358, 0.747, -0.853], [-0.195, 0.237, 0.158], [0.463, -0.146, -0.335], [-0.135, -0.184, 0.198], [-0.128, -0.045, -0.105], [-0.639, -0.221, -0.194], [0.345, 0.265, -0.077], [-0.208, 0.047, -0.023], [-0.006, -0.009, -0.233], [-0.261, -0.272, -0.615], [-0.529, 0.490, 0.421], [-0.234, -0.819, -0.187], [-0.921, -0.582, -0.419], [0.048, -1.188, 0.452], [-1.085, 0.273, 0.467], [1.239, 1.448, -0.084], [0.574, 0.205, -0.426], [0.326, 0.070, -0.314], [-0.022, -0.356, -0.063], [-0.202, -0.712, -0.176], [0.580, -0.703, 0.747], [-2.734, 0.237, 1.763], [2.927, 1.215, -2.192], [-0.269, 0.193, -0.260], [-0.006, 0.141, -0.190], [-0.024, 0.042, 0.301], [-0.520, 0.521, -0.926], [-0.920, -0.570, 2.453], [3.709, -0.279, -1.557], [-2.414, -0.014, 0.231], [0.230, -0.071, 0.054], [0.175, 0.041, -0.006], [0.032, -0.105, 0.093], [1.651, -0.177, 1.411], [-2.738, -0.760, -2.497], [0.536, 0.542, 0.270], [0.717, 0.411, 0.817], [-0.409, 0.060, -0.221], [-0.240, 0.187, -0.231], [0.077, -0.196, 0.070]],
  "charge": -1,
  "multiplicity": 1,
  "orbital_gap_ev": 2.64
}



{
  "formula": "C3H6Cl2N2",
  "method": "ωB97M-V/def2-TZVPD",
  "elements": ["C", "C", "C", "N", "N", "Cl", "Cl", "H", "H", "H", "H", "H", "H"],
  "coordinates": [[1.457, -1.186, 0.447], [1.150, 0.130, -0.127], [-1.906, -0.233, -0.457], [0.665, 2.371, 0.089], [1.153, 1.270, 0.091], [-3.622, 0.149, -1.080], [-1.768, -0.897, 1.125], [1.807, -1.907, -0.298], [2.209, -1.188, 1.194], [0.551, -1.527, 0.856], [-1.408, -0.959, -1.299], [-1.414, 0.743, -0.482], [1.127, 3.234, -0.059]],
  "forces_ev_per_angstrom": [[0.619, -0.111, -1.436], [1.518, -2.816, 0.030], [0.496, -0.477, -3.591], [-2.849, 2.383, 1.047], [0.168, 0.382, -0.936], [1.219, -0.569, 0.775], [-0.693, -0.250, 0.518], [-0.299, 0.222, -0.106], [0.700, 0.414, 0.944], [-0.967, -0.785, 0.618], [-1.366, 1.765, 2.319], [-0.057, -0.286, 0.045], [1.510, 0.127, -0.227]],
  "e_above_lowest_ev": 2.418,
  "multiplicity": 1,
  "orbital_gap_ev": 9.13
}



| no. | maximum force (eV/Å) | molecular weight (g/mol) |
| --- | --- | --- |
| 1 | 8.998 | 1513.7 |
| 2 | 6.421 | 554.5 |
| 3 | 3.859 | 141.0 |